Formula: C41H77N5O7
Source: OMol25
Level of theory: wB97M-V/def2-TZVPD

Last column: Mulliken charge in e.
Atoms and positions in Å:
1 C 5.674 0.423 -0.118  -1.164
2 C 4.840 -0.615 0.672  0.306
3 C 3.363 -0.395 0.620  2.129
4 O 5.398 -1.560 1.249  -0.617
5 H 5.358 0.565 -1.152  0.237
6 H 6.726 0.149 -0.033  0.405
7 H 5.632 1.366 0.428  0.173
8 H 3.242 0.607 0.208  -0.279
9 H 2.919 -0.468 1.613  -1.024
10 H 2.841 -1.086 -0.042  -0.161
11 C -2.947 0.596 5.470  -1.278
12 C -1.794 0.990 4.489  0.618
13 C -1.534 2.476 4.326  -0.822
14 O -1.066 0.162 3.948  -0.036
15 H -3.449 -0.330 5.191  0.264
16 H -3.714 1.361 5.585  0.390
17 H -2.595 0.372 6.477  0.333
18 H -2.412 2.912 3.850  0.395
19 H -0.671 2.622 3.677  -0.184
20 H -1.362 2.959 5.288  0.380
21 C 2.430 -4.007 1.826  0.315
22 C 2.395 -3.971 0.327  0.678
23 C 3.674 -4.145 -0.545  -1.170
24 O 1.277 -3.819 -0.229  -0.483
25 H 3.048 -4.830 2.184  0.559
26 H 1.406 -4.103 2.187  -0.208
27 H 2.926 -3.076 2.100  -0.483
28 H 3.962 -5.179 -0.356  0.446
29 H 4.507 -3.464 -0.374  0.211
30 H 3.426 -4.097 -1.605  0.214
31 C -1.901 -4.102 1.768  -0.106
32 C -2.843 -3.971 2.972  0.482
33 C -2.586 -2.886 3.940  -0.231
34 O -3.845 -4.687 3.036  -0.657
35 H -1.861 -3.192 1.169  -0.299
36 H -2.210 -4.991 1.219  0.379
37 H -0.886 -4.183 2.158  0.005
38 H -2.948 -1.924 3.577  0.021
39 H -1.514 -2.717 4.049  -0.175
40 H -3.020 -3.150 4.904  0.446
41 C -3.578 1.187 -3.681  -0.546
42 C -2.728 2.091 -4.607  0.835
43 C -3.390 2.827 -5.746  -1.451
44 O -1.545 2.288 -4.330  -0.448
45 H -4.018 0.386 -4.274  0.482
46 H -4.427 1.706 -3.236  0.477
47 H -2.951 0.776 -2.890  -0.377
48 H -4.133 2.213 -6.255  0.403
49 H -2.610 3.106 -6.455  0.337
50 H -3.867 3.752 -5.424  0.313
51 C 3.712 3.315 2.093  -1.569
52 C 2.228 3.115 2.110  0.771
53 C 1.360 3.995 1.305  -0.727
54 O 1.711 2.304 2.876  -0.437
55 H 4.235 2.701 2.826  0.301
56 H 3.971 4.321 2.425  0.504
57 H 4.076 3.230 1.069  0.242
58 H 1.997 4.673 0.738  0.432
59 H 0.753 4.681 1.896  0.577
60 H 0.798 3.351 0.629  -0.145
61 C -0.230 -0.444 1.061  1.140
62 C -0.241 0.545 -0.116  0.596
63 C -1.467 1.295 -0.503  -1.037
64 O 0.847 0.707 -0.696  -0.133
65 H -1.221 -0.882 1.178  0.322
66 H 0.130 0.152 1.900  -0.651
67 H 0.531 -1.188 0.829  -0.693
68 H -1.614 2.049 0.270  0.433
69 H -2.320 0.618 -0.497  0.156
70 H -1.285 1.839 -1.429  -0.182
71 C -0.729 -1.179 -5.007  -1.733
72 C -0.885 -1.479 -3.537  1.609
73 C -0.577 -2.855 -3.084  0.201
74 C 0.723 -3.278 -3.493  -0.004
75 N 1.763 -3.646 -3.761  -0.644
76 H 0.261 -1.452 -5.371  0.394
77 H -0.823 -0.120 -5.246  0.279
78 H -1.401 -1.769 -5.631  0.411
79 H -1.930 -1.271 -3.308  0.115
80 H -0.275 -0.823 -2.916  -1.040
81 H -1.279 -3.548 -3.548  0.545
82 H -0.557 -2.971 -2.001  -0.193
83 C -5.996 -4.553 -0.858  -1.009
84 C -6.373 -3.199 -0.185  -0.479
85 C -5.682 -2.001 -0.858  -0.580
86 C -4.210 -2.008 -0.757  0.087
87 N -3.049 -2.037 -0.667  -0.047
88 H -4.957 -4.753 -0.599  0.226
89 H -5.994 -4.549 -1.948  0.324
90 H -6.592 -5.374 -0.459  0.336
91 H -6.218 -3.174 0.893  0.321
92 H -7.436 -2.986 -0.304  0.322
93 H -5.942 -1.040 -0.414  0.348
94 H -5.902 -1.925 -1.923  0.310
95 C 4.178 -0.985 5.877  -1.500
96 C 3.474 -0.901 4.489  0.082
97 C 1.933 -0.757 4.606  1.535
98 C 1.203 -1.948 4.964  0.110
99 N 0.601 -2.925 5.278  -0.696
100 H 5.230 -1.218 5.707  0.443
101 H 3.907 -1.867 6.457  0.334
102 H 4.090 -0.088 6.489  0.340
103 H 3.647 -1.754 3.833  0.014
104 H 3.832 -0.031 3.938  0.070
105 H 1.615 -0.402 3.625  -1.212
106 H 1.605 0.008 5.310  0.486
107 C 0.731 5.797 -2.054  -0.942
108 C -0.561 5.149 -2.650  -0.117
109 C -1.655 4.862 -1.605  0.817
110 C -2.036 6.142 -0.944  -0.022
111 N -2.367 7.124 -0.413  -0.509
112 H 0.537 6.825 -1.747  0.458
113 H 1.549 5.773 -2.773  0.379
114 H 1.098 5.300 -1.156  -0.065
115 H -0.310 4.238 -3.193  -0.038
116 H -1.021 5.856 -3.339  0.366
117 H -1.311 4.122 -0.882  -0.530
118 H -2.574 4.498 -2.065  0.268
119 C 2.896 -0.403 -3.161  0.592
120 C 2.852 0.715 -4.234  -1.148
121 C 2.160 2.006 -3.787  0.476
122 C 2.742 2.596 -2.603  0.251
123 N 3.219 3.103 -1.640  -0.587
124 H 3.401 -1.295 -3.533  0.601
125 H 1.880 -0.634 -2.842  -0.613
126 H 3.388 -0.046 -2.257  -0.566
127 H 2.322 0.233 -5.055  0.342
128 H 3.847 0.947 -4.614  0.414
129 H 1.094 1.871 -3.600  -0.430
130 H 2.258 2.760 -4.568  0.567

Atomic forces in eV per Å
C 0.380 -0.651 1.211
C 1.747 -1.400 -0.129
C 0.188 0.519 0.118
O -1.249 1.736 -0.818
H -0.111 -0.008 0.145
H -0.051 -0.281 -0.381
H -0.442 0.262 -0.174
H -0.564 -0.047 0.129
H -0.023 0.026 0.018
H 0.169 -0.133 -0.067
C 0.138 -0.216 -0.536
C 0.669 -0.837 0.642
C -0.042 -0.469 -0.464
O -1.437 0.975 0.862
H 0.161 0.017 -0.400
H 0.180 0.203 -0.209
H 0.544 0.238 -0.027
H -0.111 0.228 0.135
H 0.039 -0.060 0.096
H -0.159 -0.032 0.048
C 0.418 -0.227 -0.584
C -2.248 0.524 -2.293
C -1.129 -0.290 0.282
O 2.693 -0.263 1.110
H 0.055 0.035 0.080
H 0.246 0.253 0.149
H -0.084 0.083 0.437
H 0.482 -0.025 0.099
H -0.138 -0.080 0.585
H -0.361 0.131 0.113
C -0.106 -0.096 1.184
C -1.524 -0.761 -1.680
C 0.733 0.189 0.634
O 1.278 0.752 0.186
H -0.373 -0.090 -0.110
H 0.242 0.250 -0.211
H 0.125 -0.339 -0.074
H -0.355 -0.094 -0.126
H 0.006 -0.115 0.183
H -0.080 0.236 -0.048
C 0.408 0.211 -0.704
C 0.742 0.425 1.661
C 0.362 -0.356 -0.423
O -1.419 -0.367 -0.556
H 0.067 -0.174 -0.048
H 0.058 0.335 -0.080
H -0.034 0.033 -0.174
H -0.064 0.013 0.080
H -0.049 -0.007 -0.015
H -0.059 -0.091 0.303
C 0.290 0.267 0.125
C -0.382 -0.886 2.379
C 0.607 0.950 -1.047
O 0.498 0.253 -0.737
H -0.200 -0.530 -0.391
H -0.329 0.394 -0.234
H 0.194 -0.171 0.004
H -0.074 -0.168 -0.441
H -0.333 -0.550 0.289
H -0.269 0.264 -0.033
C -0.191 0.873 -1.328
C 2.897 -1.017 -0.253
C 0.244 0.214 0.261
O -2.017 0.274 0.369
H 0.183 -0.004 0.510
H -0.414 -0.175 0.354
H -0.219 -0.148 0.019
H -0.250 0.031 0.275
H -0.098 0.166 -0.223
H -0.214 -0.321 -0.186
C 0.881 -0.277 -0.644
C -0.717 1.599 0.286
C -0.429 -1.098 -0.060
C -0.033 -0.112 0.098
N 1.528 -0.441 -0.563
H 0.257 -0.075 0.095
H -0.316 -0.014 0.178
H -0.313 0.080 0.070
H -0.014 0.019 0.444
H -0.064 0.442 -0.179
H -0.189 -0.261 0.303
H -0.510 0.075 0.097
C 0.600 0.667 0.985
C -0.388 -0.007 -1.007
C 0.880 0.248 0.197
C 1.790 -0.505 0.163
N -1.925 0.254 -0.240
H 0.081 -0.201 0.139
H -0.515 0.228 0.001
H -0.040 0.090 -0.174
H 0.384 -0.294 -0.076
H -0.166 -0.183 -0.094
H -0.460 -0.042 0.108
H -0.218 -0.156 -0.035
C 0.471 -0.928 -1.045
C -0.608 0.118 1.295
C 0.562 0.779 -0.563
C -2.302 -4.249 1.192
N 2.336 3.643 -1.191
H 0.272 0.534 -0.073
H -0.724 0.113 0.042
H -0.124 -0.016 -0.186
H 0.375 -0.167 0.300
H 0.007 0.103 0.107
H -0.498 -0.090 0.035
H 0.286 0.221 0.028
C -0.683 -0.238 -0.023
C 0.511 0.437 0.406
C 0.227 0.854 0.006
C -0.459 0.837 1.124
N 0.629 -1.649 -1.010
H -0.006 0.097 -0.193
H -0.118 0.109 -0.058
H -0.155 -0.329 -0.114
H -0.149 -0.029 0.051
H 0.245 -0.056 -0.339
H -0.105 0.214 0.198
H 0.089 -0.222 -0.133
C 0.065 1.006 0.093
C 0.028 -1.171 0.350
C -0.144 -0.168 -0.542
C 1.993 1.972 4.113
N -1.700 -1.881 -3.457
H -0.155 0.045 0.032
H 0.038 -0.223 -0.130
H 0.208 -0.050 0.016
H -0.226 0.565 -0.306
H 0.100 0.016 0.149
H -0.097 -0.153 0.025
H -0.131 0.035 -0.158

As for the energy above the lowest of the compared OMol25 structures with the same formula, charge and spin: 0.000 eV. As for the SMILES: CC(C)=O.CC(C)=O.CC(C)=O.CC(C)=O.CC(C)=O.CC(C)=O.CC(C)=O.CCCC#N.CCCC#N.CCCC#N.CCCC#N.CCCC#N. For the LUMO energy, the calculation gives 0.010 eV. The value obtained for the strongest force on any atom is 0.09680 Eh/bohr. The calculation puts the highest occupied orbital energy at -0.3326 Ha. The HOMO-LUMO gap comes out at 9.060 eV. Its spin multiplicity is 1.